[1]
The following is a DFT calculation (ωB97M-V with the def2-TZVPD basis set) of C7H5AuCl3GeNO4 as an isolated structure.

Properties
F_max   0.2 eV/A
Charge   +1
2S+1   2

```
22
Properties=species:S:1:pos:R:3:mulliken_spin:R:1
Au 1.9889 1.0211 -0.6877 0.502
O -0.9724 3.3501 1.6031 0.001
C -0.2614 2.5404 0.8465 -0.005
O 0.8096 2.8325 0.3570 -0.005
C -0.9240 1.2095 0.6250 0.011
C -2.1661 0.8860 1.1449 0.002
C -2.6987 -0.3488 0.8168 -0.001
C -1.9843 -1.1972 -0.0135 0.003
C -0.7394 -0.7977 -0.4758 -0.011
N -0.2321 0.3838 -0.1498 0.009
C 0.1042 -1.5979 -1.4499 0.004
O -0.1637 -2.8880 -1.6086 0.001
O 0.9904 -1.0769 -2.0695 0.026
H -0.5049 4.1963 1.7013 0.000
H -2.6986 1.5886 1.7698 0.001
H -3.6710 -0.6419 1.1897 0.000
H -2.4220 -2.1434 -0.3044 0.000
H -0.8233 -3.2244 -0.9907 0.000
Cl 5.4080 0.1263 0.4072 0.090
Ge 3.7397 -0.6480 -0.6468 0.242
Cl 4.3276 -1.3209 -2.5553 0.071
Cl 2.8936 -2.2495 0.4909 0.058
```

=====

[2]
The following is a DFT calculation (ωB97M-V with the def2-TZVPD basis set) of a 7-piece molecular cluster, C30H36F18O12 overall in a non-equilibrium geometry.

Properties
SMILES   CCOC(=O)C(F)(F)F.CCOC(=O)C(F)(F)F.CCOC(=O)C(F)(F)F.CCOC(=O)C(F)(F)F.CCOC(=O)C(F)(F)F.CCOC(=O)C(F)(F)F.c1ccccc1
F_max   4.6 eV/A

```
96
Properties=species:S:1:pos:R:3:lowdin_charge:R:1
C -6.0375 1.3113 -2.8075 -0.035
C -5.1822 1.3100 -1.5249 -0.176
O -5.7351 0.2520 -0.7191 0.038
C -5.4687 0.4459 0.5647 -0.378
O -5.0065 1.4550 1.0532 0.135
C -6.1318 -0.6496 1.4205 -0.480
F -5.1386 -1.5591 1.6459 0.142
F -6.5034 -0.0758 2.5932 0.147
F -7.1933 -1.2139 0.8092 0.167
H -5.9459 0.2733 -3.2280 0.097
H -5.6039 2.0136 -3.5016 0.073
H -7.0679 1.4559 -2.6218 0.062
H -5.3547 2.1499 -0.9368 0.087
H -4.0963 1.2007 -1.5927 0.128
C -0.9260 -5.0812 2.7958 -0.063
C -1.2462 -6.3741 2.1966 -0.221
O -1.6277 -6.3372 0.8245 0.059
C -0.5811 -6.4749 0.0273 -0.394
O 0.5566 -6.7857 0.2594 0.166
C -1.1007 -6.2956 -1.4224 -0.459
F -2.0419 -5.2861 -1.4776 0.124
F -0.1118 -6.0312 -2.2890 0.151
F -1.7131 -7.4591 -1.7929 0.145
H -0.2123 -4.6216 2.2252 0.041
H -0.4627 -5.1706 3.8224 0.117
H -1.7099 -4.3254 2.8868 0.088
H -2.1168 -6.8314 2.6970 0.141
H -0.4043 -7.0025 2.3049 0.108
C 3.7606 -6.3350 -1.9399 -0.016
C 2.8679 -5.1803 -2.5509 -0.103
O 3.3727 -3.8695 -2.0340 0.025
C 2.9906 -3.4576 -0.8303 -0.402
O 2.2706 -4.0273 -0.0400 0.156
C 3.6926 -2.1602 -0.5236 -0.524
F 3.1126 -1.4854 0.4556 0.161
F 4.9301 -2.5467 0.0243 0.103
F 3.8651 -1.3401 -1.5341 0.201
H 4.7688 -5.9839 -1.9958 0.073
H 3.5198 -7.1724 -2.4553 0.037
H 3.4778 -6.4141 -0.8806 0.084
H 1.9100 -5.3148 -2.1362 0.063
H 2.8851 -5.1259 -3.6375 0.127
C 0.4304 0.3413 2.6452 -0.071
C 0.3280 0.6315 1.2013 -0.187
O -0.0038 -0.6130 0.4543 0.046
C -1.1310 -0.6657 -0.2126 -0.409
O -1.9332 0.2243 -0.3985 0.151
C -1.3143 -2.0006 -0.8216 -0.558
F -0.3009 -2.3576 -1.6181 0.176
F -1.4231 -2.9475 0.2048 0.116
F -2.3831 -2.0450 -1.5308 0.222
H -0.5657 0.0210 3.0372 0.096
H 0.7241 1.2978 3.1415 0.095
H 1.0818 -0.5578 2.6887 0.097
H 1.3732 0.8759 0.9261 0.112
H -0.4339 1.3837 0.9685 0.098
C 0.6651 3.4767 -1.6545 -0.040
C 1.8794 3.0896 -2.4714 -0.191
O 2.7178 4.2638 -2.5377 0.010
C 3.7837 4.1212 -3.3310 -0.374
O 4.2300 3.1472 -3.9022 0.147
C 4.5209 5.5355 -3.5631 -0.540
F 4.4093 5.7360 -4.8951 0.135
F 3.9971 6.5995 -3.0098 0.185
F 5.8332 5.5023 -3.2874 0.154
H 0.0392 2.5188 -1.6995 0.110
H 0.0753 4.2771 -2.0222 0.069
H 0.9497 3.6959 -0.6659 0.046
H 1.6716 2.7180 -3.5186 0.152
H 2.4866 2.3789 -1.9600 0.107
C -4.8697 3.7703 3.4539 -0.053
C -4.3679 4.4450 2.1896 -0.113
O -2.9964 5.0396 2.4567 0.046
C -1.9423 4.3301 2.1076 -0.418
O -1.8520 3.2490 1.6301 0.172
C -0.6323 5.1031 2.3134 -0.578
F 0.3673 4.2242 2.5427 0.137
F -0.4156 5.8595 1.3174 0.236
F -0.5829 5.9569 3.3749 0.134
H -4.4054 2.8040 3.6690 0.083
H -5.9461 3.4991 3.3512 0.096
H -4.7666 4.3572 4.3333 0.064
H -4.9067 5.2461 1.7653 0.112
H -4.1838 3.7324 1.4378 0.073
C 3.8376 1.7399 1.6453 -0.129
C 4.7254 0.7737 1.2936 -0.101
C 5.5880 1.0477 0.2440 -0.094
C 5.5739 2.2542 -0.4403 -0.072
C 4.6779 3.2216 -0.0197 -0.095
C 3.7927 2.9437 1.0112 -0.092
H 3.2117 1.6330 2.5024 0.094
H 4.8984 -0.1005 1.9183 0.116
H 6.1899 0.2081 0.0285 0.090
H 6.3804 2.3268 -1.2449 0.137
H 4.6936 4.2106 -0.4615 0.101
H 2.9628 3.5963 1.2789 0.104
```

=====

| no. | DFT total energy (eV) |
| --- | --- |
| 1 | -114792.3812 |
| 2 | -105178.4010 |